Record 1
Computed, not measured: C46H59AsBF4N3TcTe as an isolated structure, with ωB97M-V with the def2-TZVPD basis set.

The HOMO energy (alpha / beta) is -0.6 / -0.6 eV. The value obtained for the electronic energy is -135012.8901 eV. Its net charge is -2. As for the gap between HOMO and LUMO (alpha / beta): 4.27 / 4.29 eV. The spin multiplicity is 4. Its expectation value of S² is 3.780.

```
116
Properties=species:S:1:pos:R:3:mulliken_spin:R:1
Tc -0.22 0.25 -0.87 2.50
C -0.15 0.33 2.81 0.07
N 0.06 1.66 2.30 -0.05
C -0.67 2.64 3.07 0.01
C 1.47 1.97 2.19 -0.03
C 2.17 1.52 0.92 -0.09
C 3.57 1.63 0.97 0.00
C 4.36 1.45 -0.15 0.02
C 3.75 1.18 -1.37 0.01
C 2.37 1.04 -1.42 0.07
C 1.55 1.16 -0.28 -0.12
H 0.10 0.25 3.89 0.00
H 0.49 -0.37 2.27 -0.02
H -1.19 0.03 2.66 0.00
H -0.29 2.73 4.11 0.00
H -1.72 2.35 3.11 0.00
H -0.60 3.62 2.59 0.00
H 2.02 1.58 3.07 0.00
H 1.57 3.05 2.22 0.00
H 4.03 1.88 1.92 0.00
H 5.44 1.55 -0.08 0.00
H 4.33 1.09 -2.28 0.00
H 1.91 0.88 -2.39 -0.05
F 0.98 0.12 -5.22 0.00
B -0.32 0.51 -4.83 0.08
F -0.57 1.83 -5.15 0.00
F -1.28 -0.34 -5.41 0.00
F -0.40 0.33 -3.39 0.03
C -3.97 0.63 -0.18 0.04
C -2.97 1.62 -0.78 -0.06
C -3.19 1.71 -2.30 0.04
C -3.16 3.01 -0.16 0.01
N -1.64 1.17 -0.47 0.48
H -5.00 0.94 -0.40 0.00
H -3.85 0.58 0.91 -0.02
H -3.80 -0.36 -0.59 0.00
H -4.19 2.09 -2.52 0.00
H -3.06 0.73 -2.76 -0.01
H -2.45 2.38 -2.74 -0.01
H -4.19 3.36 -0.33 0.00
H -2.46 3.71 -0.61 0.00
H -2.97 2.97 0.92 -0.01
C -0.82 9.89 0.54 0.00
C -0.59 8.54 -0.11 0.00
C -1.09 8.25 -1.37 0.00
C -0.86 7.02 -1.99 0.00
C -1.42 6.80 -3.37 0.00
C -0.11 6.02 -1.34 0.00
Te 0.23 4.13 -2.25 0.02
C 0.39 6.32 -0.06 0.00
C 1.19 5.29 0.69 0.00
C 0.15 7.56 0.53 0.00
H -1.63 10.43 0.04 0.00
H 0.08 10.51 0.48 0.00
H -1.08 9.78 1.59 0.00
H -1.69 9.00 -1.89 0.00
H -1.99 7.67 -3.71 0.00
H -2.07 5.92 -3.39 0.00
H -0.62 6.59 -4.08 0.00
H 0.61 4.37 0.80 0.00
H 1.49 5.67 1.68 0.00
H 2.09 5.02 0.13 0.00
H 0.56 7.76 1.52 0.00
C -1.92 -8.65 0.45 0.00
C -1.55 -7.19 0.42 0.00
C -0.29 -6.77 0.03 0.00
C 0.07 -5.43 0.00 0.00
C 1.45 -5.07 -0.47 0.00
C -0.87 -4.46 0.40 0.02
As -0.47 -2.52 0.66 0.02
N -0.08 -1.80 -0.99 -0.02
C -0.11 -2.52 -2.21 -0.07
C -1.07 -3.49 -2.50 0.00
C -1.04 -4.19 -3.70 0.00
C -0.07 -3.91 -4.66 0.01
C 0.87 -2.93 -4.39 0.00
C 0.86 -2.25 -3.18 0.08
C 1.24 -2.72 1.68 -0.02
C 1.01 -3.05 3.04 0.02
C -0.34 -3.51 3.54 0.01
C 2.04 -2.96 3.96 0.00
C 3.30 -2.50 3.61 0.00
C 4.39 -2.34 4.63 0.00
C 3.52 -2.20 2.28 0.00
C 2.53 -2.33 1.31 0.02
C 2.95 -2.08 -0.12 -0.03
C -2.16 -4.87 0.75 -0.01
C -3.25 -3.88 1.12 0.00
C -2.48 -6.22 0.76 0.00
H -1.06 -9.28 0.19 0.00
H -2.72 -8.87 -0.25 0.00
H -2.26 -8.95 1.45 0.00
H 0.44 -7.51 -0.27 0.00
H 1.89 -5.91 -1.01 0.00
H 2.09 -4.82 0.38 0.00
H 1.42 -4.21 -1.13 0.00
H -1.86 -3.69 -1.79 0.00
H -1.80 -4.94 -3.90 0.00
H -0.07 -4.43 -5.60 0.00
H 1.62 -2.67 -5.13 0.00
H 1.59 -1.47 -3.00 -0.03
H -1.10 -2.73 3.39 0.00
H -0.29 -3.74 4.60 0.00
H -0.68 -4.40 3.01 0.00
H 1.85 -3.23 5.00 0.00
H 4.09 -2.75 5.60 0.00
H 4.63 -1.28 4.78 0.00
H 5.31 -2.84 4.32 0.00
H 4.50 -1.86 1.96 0.00
H 3.67 -1.26 -0.16 0.00
H 2.12 -1.83 -0.76 0.07
H 3.43 -2.98 -0.52 0.00
H -3.18 -2.96 0.55 0.00
H -3.18 -3.62 2.18 0.00
H -4.23 -4.32 0.95 0.00
H -3.49 -6.53 1.04 0.00
```

=====

Record 2
Computed, not measured: C46H59BCaN6O2S as an isolated structure, with ωB97M-V with the def2-TZVPD basis set.

The HOMO energy is -2.4 eV. The value obtained for the electronic energy is -91650.6449 eV. Its net charge is -2. As for the gap between HOMO and LUMO: 6.48 eV.

```
116
Properties=species:S:1:pos:R:3:mulliken_charge:R:1
Ca -0.43 -0.26 -0.57 1.44
C 1.02 3.03 -0.42 -0.61
C 2.01 2.38 0.55 -1.38
N 1.67 0.99 0.83 0.77
C 2.77 0.04 0.76 0.80
C 3.32 -0.17 -0.65 -1.37
S 2.13 -0.79 -1.87 0.03
C 2.15 0.63 -3.01 -0.33
C 1.89 2.03 -2.48 -1.22
N 0.76 2.15 -1.55 0.94
H 1.43 4.01 -0.73 0.52
H 0.07 3.23 0.07 0.13
H 2.07 2.98 1.47 0.51
H 3.01 2.40 0.11 0.45
H 1.20 0.91 1.72 -0.01
H 2.38 -0.92 1.10 -1.37
H 3.61 0.33 1.41 0.31
H 4.13 -0.90 -0.58 0.77
H 3.73 0.75 -1.05 0.75
H 1.39 0.37 -3.75 -0.27
H 3.11 0.62 -3.54 0.62
H 1.76 2.74 -3.32 0.45
H 2.78 2.38 -1.95 0.64
H -0.07 2.45 -2.03 -0.54
C 2.01 -2.34 5.09 -1.87
C 2.12 -2.29 3.57 1.01
C 3.58 -2.44 3.13 -1.55
C 1.23 -3.33 2.91 1.44
C 1.49 -4.66 3.17 0.04
C 0.69 -5.66 2.64 -1.32
C -0.38 -5.32 1.84 -0.85
C -0.66 -3.99 1.55 0.68
C -1.87 -3.64 0.72 3.02
C -3.10 -3.48 1.62 -1.69
C -2.15 -4.62 -0.41 -2.00
C 0.15 -2.98 2.09 -1.11
N -0.16 -1.61 1.80 1.40
C -0.64 -1.00 2.88 0.00
O -0.76 -1.41 4.05 -0.81
C -1.09 0.43 2.65 -0.89
C -1.20 1.34 3.70 -0.39
C -1.62 2.62 3.42 -1.10
C -1.96 2.96 2.12 -0.70
C -1.85 1.99 1.13 -0.54
N -1.40 0.77 1.41 1.43
C -2.38 2.26 -0.28 -0.38
O -2.84 3.41 -0.46 -0.85
N -2.36 1.21 -1.09 1.37
C -3.33 1.25 -2.12 -1.15
C -4.69 1.10 -1.76 0.82
C -5.66 1.16 -2.75 -0.56
C -5.32 1.32 -4.08 -1.59
C -3.99 1.39 -4.43 -0.59
C -2.99 1.34 -3.47 1.10
C -1.54 1.43 -3.90 2.85
C -1.22 0.55 -5.10 -2.06
C -1.16 2.89 -4.17 -1.72
C -5.13 0.85 -0.33 1.64
C -5.93 2.02 0.23 -1.79
C -5.92 -0.46 -0.22 -1.53
H 2.61 -1.55 5.55 0.43
H 2.37 -3.30 5.48 0.34
H 0.97 -2.21 5.38 0.39
H 1.77 -1.31 3.25 -0.58
H 4.00 -3.38 3.49 0.45
H 4.19 -1.63 3.53 0.42
H 3.66 -2.44 2.04 0.13
H 2.34 -4.93 3.79 0.28
H 0.92 -6.71 2.84 0.33
H -1.00 -6.09 1.42 0.22
H -1.69 -2.66 0.27 -1.57
H -3.35 -4.44 2.09 0.32
H -3.97 -3.15 1.03 0.42
H -2.92 -2.76 2.41 0.36
H -2.49 -5.59 -0.03 0.46
H -1.26 -4.79 -1.01 0.40
H -2.93 -4.24 -1.07 0.44
H -0.96 0.98 4.70 0.61
H -1.70 3.36 4.21 0.39
H -2.33 3.94 1.83 0.59
H -6.70 1.05 -2.47 0.27
H -6.09 1.34 -4.85 0.34
H -3.71 1.47 -5.47 0.26
H -0.94 1.06 -3.06 -0.98
H -1.67 0.94 -6.02 0.49
H -1.57 -0.47 -4.96 0.15
H -0.14 0.52 -5.27 0.56
H -1.74 3.27 -5.01 0.41
H -0.10 2.99 -4.42 0.42
H -1.39 3.52 -3.31 0.33
H -4.23 0.72 0.27 -0.64
H -6.86 2.15 -0.32 0.33
H -5.36 2.95 0.16 0.41
H -6.19 1.85 1.28 0.43
H -6.88 -0.39 -0.74 0.32
H -6.12 -0.69 0.82 0.44
H -5.37 -1.29 -0.67 0.29
B -3.43 -2.83 -3.72 0.66
C -2.32 -2.15 -2.79 -0.69
N -1.52 -1.66 -2.12 -1.07
H -3.44 -2.22 -4.77 -0.24
H -3.12 -3.99 -3.87 -0.23
H -4.49 -2.72 -3.14 -0.21
C 2.28 -2.87 -0.45 -0.81
C 2.70 -4.02 -0.27 -0.36
C 3.17 -5.33 -0.01 0.50
C 4.43 -5.56 0.57 -0.27
C 4.87 -6.85 0.83 -0.53
C 4.08 -7.95 0.52 -0.39
C 2.84 -7.74 -0.07 -0.60
C 2.39 -6.45 -0.33 -0.17
H 5.04 -4.71 0.82 0.42
H 5.84 -6.99 1.29 0.34
H 4.42 -8.95 0.72 0.36
H 2.20 -8.58 -0.32 0.37
H 1.41 -6.29 -0.76 0.41
```

=====

Record 3
Computed, not measured: a 5-piece molecular cluster, C46H59F4N3O4Si overall at a distorted geometry, with ωB97M-V with the def2-TZVPD basis set.

The HOMO energy is -8.5 eV. The value obtained for the electronic energy is -80055.4044 eV. As for the SMILES: C=C[C@@]1(OC#N)[C@@](CCCC)(CCCCCCCC)NC(=O)[C@]1(ON=O)[Si](C)(C)C.Fc1ccccc1.Fc1ccccc1.Fc1ccccc1.Fc1ccccc1. As for the gap between HOMO and LUMO: 7.96 eV.

```
117
Properties=species:S:1:pos:R:3:mulliken_charge:R:1
C 4.04 0.95 3.68 -0.83
C 4.60 0.51 2.41 -0.67
C 3.76 0.56 1.01 1.05
O 4.81 0.20 0.04 -0.39
C 5.83 1.18 -0.03 0.43
N 6.55 2.08 -0.41 -0.58
C 2.70 -0.68 0.88 0.89
C 2.68 -1.41 -0.57 -0.44
C 3.61 -2.73 -0.66 -0.49
C 4.29 -2.93 -2.14 -0.30
C 4.20 -4.49 -2.53 -1.12
C 2.75 -1.82 2.04 -0.74
C 1.55 -2.89 1.96 -0.64
C 0.22 -2.48 2.78 -0.55
C -1.14 -3.10 2.16 -0.36
C -1.77 -2.22 0.97 0.05
C -3.08 -1.35 1.40 -0.40
C -3.60 -0.36 0.24 -0.34
C -3.99 -1.12 -1.15 -0.75
N 1.43 0.06 1.29 0.67
C 1.51 1.51 1.56 -0.73
O 0.74 2.25 2.23 -0.63
C 2.91 1.91 0.82 1.14
O 3.28 3.12 1.55 -0.25
N 4.27 3.80 0.93 0.32
O 4.96 4.38 1.72 -0.51
Si 2.28 2.45 -0.92 0.22
C 1.47 4.20 -0.66 -1.06
C 3.65 2.69 -2.23 -0.66
C 0.87 1.35 -1.62 -0.04
H 3.73 2.04 3.89 0.24
H 3.83 0.19 4.52 0.27
H 5.67 0.07 2.47 0.34
H 1.59 -1.77 -0.76 0.26
H 2.95 -0.74 -1.45 0.13
H 4.47 -2.77 0.09 0.26
H 2.91 -3.65 -0.49 0.17
H 5.41 -2.68 -2.00 0.25
H 3.88 -2.21 -2.92 0.26
H 3.31 -5.05 -2.08 0.31
H 4.25 -4.58 -3.67 0.34
H 5.14 -5.01 -2.10 0.29
H 3.74 -2.40 2.07 0.33
H 2.66 -1.32 3.08 0.24
H 1.95 -3.86 2.46 0.26
H 1.23 -3.19 0.90 0.19
H 0.12 -1.36 3.00 0.18
H 0.33 -2.99 3.83 0.42
H -1.92 -3.09 3.01 -0.21
H -1.02 -4.18 1.80 0.40
H -1.03 -1.53 0.42 -0.19
H -2.17 -2.96 0.17 0.28
H -2.89 -0.70 2.33 0.23
H -3.97 -2.03 1.67 0.10
H -4.57 0.18 0.59 0.31
H -2.83 0.45 -0.04 0.20
H -4.15 -0.31 -1.96 0.32
H -3.15 -1.83 -1.45 0.21
H -5.01 -1.69 -1.09 0.05
H 0.61 -0.26 0.75 -0.38
H 2.25 5.03 -0.48 0.23
H 0.76 4.06 0.25 0.32
H 0.78 4.42 -1.56 0.27
H 4.04 1.72 -2.70 0.32
H 4.49 3.36 -1.80 0.17
H 3.17 3.29 -3.10 0.32
H 0.04 1.14 -0.83 -0.06
H 0.34 2.01 -2.42 0.50
H 1.23 0.42 -2.16 -0.26
F 2.52 5.89 -2.84 -0.23
C 3.65 6.60 -2.65 0.24
C 4.47 6.30 -1.57 0.44
C 5.64 7.03 -1.38 -0.59
C 5.97 8.06 -2.26 -0.49
C 5.13 8.35 -3.34 -0.43
C 3.97 7.61 -3.54 -0.48
H 4.19 5.51 -0.89 -0.13
H 6.29 6.80 -0.55 0.41
H 6.88 8.63 -2.11 0.36
H 5.39 9.15 -4.02 0.36
H 3.31 7.82 -4.37 0.42
F 0.49 -1.57 -3.23 -0.18
C 0.24 -1.13 -4.48 0.27
C -0.81 -0.25 -4.68 -0.15
C -1.08 0.22 -5.96 -0.59
C -0.30 -0.22 -7.03 -0.47
C 0.75 -1.11 -6.82 -0.45
C 1.02 -1.57 -5.53 -0.54
H -1.41 0.08 -3.84 0.53
H -1.89 0.92 -6.13 0.37
H -0.51 0.14 -8.04 0.36
H 1.35 -1.46 -7.65 0.38
H 1.83 -2.26 -5.35 0.46
F -3.69 -2.53 3.95 -0.02
C -4.36 -3.05 4.99 0.13
C -5.17 -4.16 4.79 -0.24
C -5.86 -4.70 5.87 -0.45
C -5.75 -4.12 7.13 -0.50
C -4.94 -3.00 7.32 -0.47
C -4.24 -2.47 6.24 -0.36
H -5.25 -4.59 3.80 0.42
H -6.49 -5.57 5.73 0.37
H -6.29 -4.54 7.97 0.36
H -4.85 -2.55 8.30 0.37
H -3.59 -1.60 6.37 0.39
F -7.18 -2.72 -0.42 -0.33
C -7.93 -1.72 0.07 0.22
C -7.57 -1.14 1.28 -0.05
C -8.34 -0.09 1.78 -0.55
C -9.47 0.34 1.08 -0.41
C -9.81 -0.25 -0.13 -0.42
C -9.04 -1.29 -0.64 -0.46
H -6.70 -1.50 1.81 0.48
H -8.07 0.37 2.72 0.37
H -10.07 1.15 1.48 0.37
H -10.69 0.09 -0.67 0.36
H -9.29 -1.76 -1.58 0.41
```

=====

Record 4
Computed, not measured: C46H59N12O6P4RuS as an isolated structure, with ωB97M-V with the def2-TZVPD basis set.

The HOMO energy (alpha / beta) is -16.4 / -16.8 eV. The value obtained for the electronic energy is -129360.3562 eV. Its net charge is +4. As for the gap between HOMO and LUMO (alpha / beta): 6.75 / 6.83 eV. The spin multiplicity is 2. Its expectation value of S² is 0.789.

```
129
Properties=species:S:1:pos:R:3:mulliken_spin:R:1
Ru -0.40 -0.21 0.64 -0.01
C -4.43 -1.60 4.22 0.00
N -3.11 -1.61 3.58 0.00
C -2.10 -2.46 3.89 0.00
C -1.06 -2.15 3.05 0.00
N -1.44 -1.13 2.24 0.01
C -2.69 -0.81 2.57 0.00
P -3.81 0.29 1.66 0.00
C -2.76 1.83 1.50 0.00
N -1.52 1.86 1.71 0.00
C -0.70 2.93 1.14 0.04
C -1.26 4.26 0.74 0.00
N -3.49 3.08 1.02 0.00
C -4.82 2.85 0.34 0.00
C -3.38 -0.25 -0.02 0.00
N -2.13 -0.34 -0.47 0.00
C -2.20 -0.68 -1.79 0.00
C -3.52 -0.79 -2.14 0.00
N -4.25 -0.52 -1.02 0.00
C -5.71 -0.60 -0.95 0.00
H -4.43 -2.33 5.02 0.00
H -4.64 -0.62 4.64 0.00
H -5.20 -1.88 3.50 0.00
H -2.20 -3.21 4.65 0.00
H -0.09 -2.62 2.96 0.00
H -0.75 2.50 0.14 0.01
H -0.61 4.64 -0.04 0.01
H -5.23 3.83 0.11 0.00
H -4.66 2.28 -0.57 0.00
H -5.48 2.33 1.03 0.00
H -1.33 -0.82 -2.40 0.00
H -3.98 -1.05 -3.08 0.00
H -6.14 -0.07 -1.79 0.00
H -6.03 -1.64 -0.98 0.00
H -6.05 -0.15 -0.02 0.00
N -0.56 2.30 -1.92 0.04
P 0.57 1.34 -1.02 0.00
C 1.82 0.95 -2.27 -0.01
C 1.75 1.29 -3.61 -0.01
C 2.81 1.00 -4.46 0.00
C 3.95 0.36 -3.98 0.00
C 4.02 0.02 -2.63 0.00
C 2.97 0.31 -1.79 0.00
C 1.45 2.57 0.05 0.33
C 0.81 2.86 1.40 -0.04
C 1.39 4.02 2.13 0.35
C 2.49 4.68 1.67 -0.11
C 3.13 4.28 0.47 0.43
C 2.58 3.24 -0.33 -0.17
P -2.30 2.41 -1.89 0.00
C -2.71 4.11 -1.24 0.00
C -2.53 5.31 -1.82 0.00
C -2.44 6.54 -1.03 0.00
C -2.33 6.55 0.30 0.00
C -2.31 5.29 1.09 -0.01
C -2.65 4.09 0.24 0.01
C -2.68 2.54 -3.65 0.00
C -3.79 3.27 -4.08 0.00
C -4.17 3.26 -5.41 0.00
C -3.45 2.52 -6.33 0.00
C -2.35 1.77 -5.92 0.00
C -1.98 1.77 -4.58 0.00
H -0.12 2.84 -2.67 -0.01
H 0.89 1.78 -4.04 0.00
H 2.75 1.27 -5.51 0.00
H 4.77 0.14 -4.65 0.00
H 4.91 -0.47 -2.25 0.00
H 3.02 0.06 -0.74 0.01
H 0.92 1.96 2.02 0.06
H 0.90 4.35 3.05 -0.01
H 2.87 5.53 2.21 0.00
H 3.98 4.83 0.10 0.01
H 3.04 3.03 -1.29 0.01
H -2.41 5.38 -2.89 0.00
H -2.47 7.48 -1.57 0.00
H -2.31 7.49 0.85 0.00
H -2.72 5.34 2.10 0.00
H -3.73 3.57 1.88 0.00
H -4.36 3.87 -3.37 0.00
H -5.02 3.85 -5.73 0.00
H -3.74 2.52 -7.38 0.00
H -1.79 1.18 -6.63 0.00
H -1.13 1.16 -4.27 0.00
C 6.08 -7.31 -0.02 0.00
C 4.90 -6.35 0.11 0.00
S 3.39 -7.29 0.08 0.00
O 3.41 -8.21 1.17 0.00
O 3.15 -7.71 -1.27 0.00
C 2.08 -6.11 0.45 0.00
C 1.69 -5.32 -0.79 0.00
N 0.77 -4.21 -0.47 0.00
C 1.12 -2.93 -0.22 0.00
N 0.04 -2.16 -0.03 0.00
C -1.04 -3.02 -0.11 0.00
C -0.60 -4.26 -0.39 0.00
N -1.43 -5.43 -0.53 0.00
O -2.63 -5.22 -0.54 0.00
O -0.89 -6.51 -0.60 0.00
C 2.55 -2.53 -0.18 0.00
H 7.01 -6.74 -0.04 0.00
H 6.02 -7.88 -0.95 0.00
H 6.11 -8.00 0.82 0.00
H 4.86 -5.65 -0.73 0.00
H 4.92 -5.80 1.05 0.00
H 2.38 -5.48 1.29 0.00
H 1.25 -6.75 0.78 0.00
H 1.20 -5.97 -1.51 0.00
H 2.56 -4.89 -1.29 0.00
H -2.06 -2.73 0.06 0.00
H 2.96 -2.45 -1.18 0.00
H 3.14 -3.28 0.36 0.00
H 2.63 -1.58 0.33 0.00
N 2.37 -1.27 5.38 0.00
C 2.84 -1.50 3.96 0.00
P 2.42 0.04 3.00 0.00
O 2.13 1.02 4.10 0.00
O 1.46 -0.29 1.91 0.02
C 3.99 0.67 2.23 0.01
N 4.31 2.00 2.86 0.00
H 1.50 -1.76 5.58 0.00
H 2.19 -0.25 5.45 0.00
H 3.05 -1.56 6.08 0.00
H 2.36 -2.39 3.55 0.00
H 3.92 -1.68 4.00 0.00
H 3.82 0.83 1.17 0.00
H 4.83 0.00 2.35 0.00
H 4.06 2.77 2.24 0.00
H 5.30 2.09 3.10 0.00
H 3.73 2.10 3.71 0.00
```

=====

Question: Among the records above, which one has the highest electronic energy?
Answer: C46H59F4N3O4Si